Record 1
Here is a molecular structure, C33H27N12OPtS in a non-equilibrium geometry from the OMol25 dataset. Energies are from the ωB97M-V functional and the def2-TZVPD basis.

Structure (XYZ):
```
75
Properties=species:S:1:pos:R:3:lowdin_charge:R:1
Pt 0.15575 0.32704 0.02466 0.93
N -1.07913 1.42192 3.96601 0.10
C -0.81056 1.23148 2.66628 -0.83
S 0.25124 -0.09091 2.25812 0.56
N -1.37335 2.06757 1.81702 0.02
N -1.01984 1.80649 0.52504 -0.18
C -1.38252 2.63355 -0.41491 -0.17
C -2.14501 3.87955 -0.18892 -0.19
C -1.61943 5.08099 -0.66087 -0.04
C -2.30777 6.26974 -0.47215 -0.07
C -3.53249 6.26219 0.17877 -0.07
C -4.06228 5.06659 0.64602 -0.06
C -3.37104 3.87930 0.47063 -0.03
C -0.93856 2.24231 -1.76355 -0.19
C -1.37939 2.84717 -2.93333 0.02
C -0.93169 2.36620 -4.15139 -0.02
C -0.05365 1.29243 -4.18672 -0.03
C 0.33181 0.71607 -2.99292 -0.11
N -0.09409 1.18215 -1.81613 -0.08
H -0.67816 0.82682 4.66652 0.09
H -1.64615 2.20472 4.24146 0.11
H -0.65926 5.09113 -1.16336 0.12
H -1.88563 7.19933 -0.82973 0.11
H -4.07349 7.18767 0.32459 0.11
H -5.01694 5.05954 1.15487 0.11
H -3.77573 2.95141 0.85009 0.11
H -2.07257 3.67317 -2.87634 0.12
H -1.27317 2.82450 -5.06972 0.12
H 0.31694 0.89405 -5.11988 0.12
H 0.99711 -0.13590 -2.95078 0.11
C 5.65908 -1.38686 -0.51481 -0.06
N 4.40170 -0.64537 -0.42461 -0.11
C 3.16570 -1.08825 -0.20556 -0.12
N 2.31170 -0.08060 -0.31141 -0.08
C 3.11134 0.97992 -0.61499 -0.19
N 4.37955 0.67427 -0.70005 0.15
C 6.00582 -1.75282 -1.93595 -0.20
C 7.20927 -1.35009 -2.49632 -0.02
C 7.52485 -1.69779 -3.80549 -0.04
C 6.63736 -2.43698 -4.56600 0.00
C 5.42684 -2.83851 -4.00557 -0.13
C 5.11940 -2.50086 -2.69554 0.02
C 4.47163 -3.61635 -4.79253 -0.29
N 4.56981 -4.07020 -5.98890 0.14
N 3.37087 -4.74365 -6.25111 0.14
C 2.65919 -4.63553 -5.18838 -0.29
O 3.28489 -3.92923 -4.21110 0.11
C 1.31982 -5.14514 -4.90098 -0.13
C 0.58778 -5.80009 -5.88904 0.00
C -0.68150 -6.26436 -5.59649 -0.05
C -1.22669 -6.07306 -4.33098 -0.02
C -0.49588 -5.42747 -3.34472 -0.20
C -1.07085 -5.21087 -1.96725 -0.06
N -1.11602 -3.79498 -1.61390 -0.12
C -0.23417 -3.05918 -0.93424 -0.14
N -0.60878 -1.79100 -0.93444 -0.01
C -1.76071 -1.81802 -1.65766 -0.21
N -2.09762 -3.00688 -2.09338 0.14
C 0.77991 -4.96917 -3.63554 0.02
H 5.55580 -2.26940 0.11752 0.14
H 6.42407 -0.74547 -0.08417 0.13
H 2.93128 -2.10573 0.05942 0.14
H 2.73865 1.98080 -0.75154 0.12
H 7.90426 -0.75864 -1.91307 0.12
H 8.46617 -1.38099 -4.23324 0.11
H 6.86600 -2.70935 -5.58738 0.12
H 4.17708 -2.82889 -2.27355 0.11
H 1.02162 -5.93500 -6.87052 0.12
H -1.25753 -6.77146 -6.35840 0.11
H -2.22763 -6.42610 -4.11555 0.12
H -0.47693 -5.70997 -1.20073 0.14
H -2.09013 -5.58457 -1.90717 0.13
H 0.62689 -3.47563 -0.43706 0.13
H -2.36041 -0.94214 -1.84583 0.11
H 1.36566 -4.46580 -2.87591 0.11
```

The value obtained for the HOMO energy is -10.25 eV. Its energy above the lowest of the compared OMol25 structures with the same formula, charge and spin is 7.9 kcal per mole. Its total charge is +1.

---

Record 2
Here is a molecular structure, C20H48BrFN4O4S in a non-equilibrium geometry from the OMol25 dataset. Energies are from the ωB97M-V functional and the def2-TZVPD basis.

Structure (XYZ):
```
79
Properties=species:S:1:pos:R:3:lowdin_charge:R:1
N -3.23396 1.36890 2.05949 0.08
C -1.94314 0.85736 2.55458 -0.39
O -1.80704 1.45871 3.86785 -0.20
S -0.83817 2.82268 3.71483 0.74
O 0.22502 2.96763 4.74025 -0.28
O -1.56263 4.12295 3.75159 -0.27
O -0.36301 2.75741 2.08312 -0.16
C -0.62423 1.37076 1.80525 -0.70
F -0.56669 0.99066 0.44792 0.02
Br 0.85210 0.40354 2.80876 0.81
H -3.59532 0.62343 1.44802 0.09
H -3.89357 1.38168 2.84784 0.10
H -1.99917 -0.26469 2.57903 0.16
C 1.48874 -2.37007 -5.07179 -0.09
C 1.33066 -1.19069 -4.12081 -0.27
N 1.53768 -1.53953 -2.72244 -0.19
C 1.10878 -0.49627 -1.79768 -0.26
C 1.85133 0.83699 -1.84991 -0.08
C 2.80907 -2.17469 -2.40209 -0.25
C 4.09230 -1.42011 -2.75373 -0.09
H 0.83895 -3.19997 -4.78418 0.08
H 1.21668 -2.06684 -6.08551 0.06
H 2.51899 -2.73149 -5.10683 0.07
H 0.30670 -0.82026 -4.23814 0.11
H 1.99685 -0.38065 -4.44451 0.10
H 1.13893 -0.88034 -0.77282 0.10
H 0.04735 -0.29931 -1.98729 0.11
H 2.83868 0.77093 -1.39244 0.06
H 1.29076 1.58655 -1.28459 0.06
H 1.96482 1.21907 -2.86624 0.07
H 2.84040 -3.14699 -2.90419 0.10
H 2.82776 -2.42469 -1.33630 0.11
H 4.06358 -0.98825 -3.75590 0.07
H 4.94108 -2.10956 -2.72322 0.07
H 4.30613 -0.62669 -2.03834 0.05
C 2.83718 1.51179 11.15495 -0.09
C 2.80368 2.35780 9.88837 -0.28
N 1.74677 1.97680 8.96250 -0.20
C 1.88959 2.58109 7.64162 -0.25
C 1.78265 4.10131 7.54182 -0.09
C 0.39428 1.96953 9.50284 -0.25
C -0.14003 3.26955 10.10636 -0.09
H 2.90113 0.44748 10.91751 0.08
H 3.71239 1.77550 11.75285 0.07
H 1.95604 1.67625 11.77939 0.06
H 3.76799 2.22269 9.38797 0.12
H 2.74091 3.41709 10.16932 0.10
H 1.16205 2.13142 6.95988 0.09
H 2.86576 2.28385 7.24138 0.11
H 0.75283 4.44354 7.64391 0.06
H 2.12710 4.42882 6.55685 0.07
H 2.39761 4.61308 8.28513 0.07
H 0.33841 1.19196 10.27176 0.10
H -0.30050 1.62865 8.72837 0.11
H 0.58548 3.75771 10.75990 0.07
H -1.02608 3.05419 10.71106 0.07
H -0.44852 3.97743 9.33784 0.05
C -1.23310 -0.62141 -8.07701 -0.09
C -2.36325 -1.47053 -8.64540 -0.27
N -2.26506 -2.87938 -8.29170 -0.19
C -3.16524 -3.73191 -9.05966 -0.25
C -4.66843 -3.52662 -8.87758 -0.09
C -2.18438 -3.17679 -6.86805 -0.25
C -3.32057 -2.68213 -5.97128 -0.08
H -0.25708 -1.02124 -8.36162 0.08
H -1.30463 0.39704 -8.46480 0.07
H -1.27836 -0.55769 -6.98706 0.06
H -2.31261 -1.38227 -9.73542 0.12
H -3.32375 -1.03635 -8.33909 0.10
H -2.92499 -4.78062 -8.85716 0.11
H -2.93136 -3.59295 -10.12119 0.11
H -5.02109 -3.92481 -7.92608 0.05
H -5.20921 -4.06231 -9.66335 0.07
H -4.95768 -2.47623 -8.94614 0.07
H -1.24649 -2.76121 -6.48584 0.08
H -2.07264 -4.25706 -6.72961 0.12
H -3.60384 -1.64952 -6.18428 0.07
H -3.00272 -2.72090 -4.92504 0.07
H -4.20663 -3.31082 -6.05382 0.05
```

The value obtained for the HOMO energy is -7.87 eV.

---

Record 3
Here is 7 unconnected molecules or ions with the total composition C48H76FN3O19S in a non-equilibrium geometry from the OMol25 dataset. Energies are from the ωB97M-V functional and the def2-TZVPD basis.

Structure (XYZ):
```
148
Properties=species:S:1:pos:R:3:lowdin_charge:R:1
C 3.22515 1.41714 -5.77752 0.09
C 2.52727 1.18033 -4.81582 -0.11
C 1.56543 0.99336 -3.62946 -0.18
C 2.10679 0.71512 -2.28265 0.01
C 1.12608 0.50949 -1.17184 -0.18
C 1.71791 0.24403 0.25011 -0.18
C 1.48632 1.49083 1.24745 -0.20
C 2.51799 2.67084 1.01843 -0.20
C 1.93533 3.88341 0.16125 -0.28
N 0.67408 4.44422 0.69416 -0.03
C -0.34586 0.56633 -1.46959 -0.34
C -0.90925 0.85797 -2.80919 -0.17
C 0.09727 1.07665 -3.90669 0.06
N -2.29595 0.91829 -3.20646 -0.08
C -2.67829 -0.10790 -4.22335 -0.14
C -2.78266 0.65788 -5.64438 -0.23
C -4.01388 0.16362 -6.53074 -0.12
C -3.25055 1.05601 -2.13236 -0.12
C -3.06640 0.78875 -0.69089 -0.41
C -4.14399 0.96619 0.33633 -0.08
C -5.51126 1.39460 -0.07774 -0.01
C -5.72199 1.62601 -1.53302 -0.13
C -7.18669 2.03678 -1.98610 -0.15
C -7.27592 3.62280 -2.13022 -0.08
C -8.37158 4.22922 -1.17525 -0.44
N -8.59013 3.68257 0.16292 0.09
O -9.03381 5.19602 -1.52110 0.06
C -4.63566 1.48783 -2.53398 -0.09
F -4.98899 1.75137 -3.85584 0.03
S -1.44985 0.24680 -0.06071 0.98
H 3.83222 1.93100 -6.56057 0.06
H 3.20830 0.64012 -2.06324 0.11
H 1.29849 -0.66546 0.77092 0.11
H 2.83722 0.13199 0.16914 0.10
H 0.43959 1.89848 1.18696 0.07
H 1.62100 1.09868 2.30537 0.11
H 3.49233 2.27366 0.58645 0.11
H 2.81550 3.12493 2.02023 0.11
H 1.82362 3.54805 -0.91794 0.11
H 2.69647 4.72944 0.18253 0.10
H 0.50737 4.18680 1.66908 0.06
H -0.13256 4.18482 0.12293 0.06
H -0.18643 1.27603 -4.97122 0.10
H -3.69740 -0.54512 -4.01161 0.12
H -1.86934 -0.88052 -4.34756 0.13
H -1.81421 0.62323 -6.21403 0.09
H -2.96160 1.74357 -5.37519 0.10
H -3.56930 -0.25897 -7.48736 0.07
H -4.62955 1.05557 -6.86647 0.07
H -4.67678 -0.57290 -5.99875 0.07
H -3.94245 0.75534 1.42287 0.10
H -6.35633 1.52178 0.65822 0.10
H -7.47618 1.51168 -2.94938 0.12
H -7.93712 1.66716 -1.21911 0.09
H -6.27266 4.04098 -1.83004 0.13
H -7.56313 3.88574 -3.18675 0.13
H -9.57043 3.77320 0.43923 0.08
H -7.99401 4.17686 0.83961 0.10
C 3.59704 -2.23624 -4.72233 -0.06
C 4.77811 -1.31869 -4.47790 -0.22
O 5.85204 -2.02305 -3.83620 0.02
C 6.60105 -2.79858 -4.62939 -0.60
O 6.46401 -2.94956 -5.81600 0.13
O 7.51819 -3.40260 -3.85816 -0.02
C 8.33802 -4.34055 -4.55651 -0.03
H 3.29288 -2.72602 -3.79358 0.08
H 2.75060 -1.67567 -5.12135 0.07
H 3.85091 -3.02688 -5.43093 0.08
H 4.48139 -0.51776 -3.80019 0.09
H 5.12126 -0.84798 -5.40157 0.12
H 8.79672 -3.88837 -5.43637 0.10
H 7.74752 -5.21421 -4.83710 0.10
H 9.12952 -4.65848 -3.87879 0.09
C -12.58089 6.19945 -0.43660 -0.07
C -14.09431 6.17144 -0.36227 -0.21
O -14.56802 4.87335 0.02278 0.03
C -14.48059 4.59232 1.32862 -0.60
O -14.05643 5.32424 2.18696 0.12
O -14.92463 3.34021 1.51414 0.00
C -14.80151 2.87667 2.85817 -0.05
H -12.21314 5.40176 -1.08632 0.08
H -12.23106 7.15854 -0.82144 0.08
H -12.13367 6.04045 0.54628 0.07
H -14.51109 6.37422 -1.35007 0.12
H -14.47903 6.93909 0.31333 0.12
H -15.26380 3.57052 3.56116 0.10
H -13.74921 2.72502 3.10480 0.10
H -15.31688 1.91944 2.92776 0.09
C 5.68608 1.17721 7.33202 -0.07
C 4.22520 1.31212 6.95119 -0.22
O 4.04088 1.12866 5.54144 0.03
C 4.05235 -0.14277 5.11972 -0.60
O 4.19203 -1.11968 5.81085 0.12
O 3.90759 -0.13826 3.78698 -0.01
C 3.99312 -1.42938 3.19026 -0.03
H 6.30300 1.84892 6.73028 0.08
H 5.83231 1.41202 8.38773 0.08
H 6.04943 0.16404 7.15187 0.08
H 3.88079 2.32173 7.18088 0.12
H 3.59586 0.62047 7.51621 0.12
H 3.30319 -2.13220 3.65942 0.10
H 5.01730 -1.80208 3.24768 0.09
H 3.71929 -1.32796 2.14039 0.08
C 7.36968 -5.61272 3.99511 -0.06
C 8.58001 -5.17290 3.19555 -0.21
O 8.30878 -5.20776 1.78802 0.03
C 7.59760 -4.17722 1.31279 -0.62
O 7.18524 -3.24230 1.95366 0.11
O 7.39820 -4.37871 0.00091 0.00
C 6.56923 -3.39204 -0.61435 -0.04
H 7.01778 -6.58887 3.65267 0.08
H 7.61178 -5.67584 5.05734 0.08
H 6.54009 -4.91422 3.87282 0.07
H 9.40377 -5.86672 3.37055 0.12
H 8.92424 -4.18098 3.49811 0.12
H 6.93858 -2.38450 -0.41838 0.10
H 5.54109 -3.49945 -0.26283 0.10
H 6.58736 -3.56101 -1.69030 0.07
C 10.29366 -2.76510 -0.25373 -0.05
C 11.46543 -1.83814 -0.00118 -0.20
O 12.53412 -2.52702 0.66152 0.04
C 13.29279 -3.30266 -0.12289 -0.60
O 13.16076 -3.45806 -1.31076 0.12
O 14.21284 -3.89911 0.64902 0.00
C 15.03722 -4.83092 -0.04976 -0.05
H 9.97877 -3.24895 0.67353 0.07
H 9.44880 -2.21408 -0.67086 0.08
H 10.56211 -3.56088 -0.95067 0.08
H 11.15459 -1.03159 0.66482 0.12
H 11.81874 -1.37435 -0.92521 0.13
H 15.49191 -4.37589 -0.93045 0.10
H 14.45197 -5.70832 -0.33014 0.10
H 15.83160 -5.14389 0.62679 0.09
C -8.20048 -2.32653 5.76894 -0.07
C -7.03603 -1.82632 4.93757 -0.21
O -7.36812 -1.80854 3.54292 0.03
C -8.12064 -0.77586 3.14315 -0.60
O -8.52343 0.12225 3.83927 0.12
O -8.37072 -0.92690 1.83493 0.00
C -9.24475 0.06423 1.29573 -0.05
H -8.54660 -3.29523 5.40061 0.08
H -7.91058 -2.42845 6.81609 0.08
H -9.04900 -1.64256 5.71240 0.07
H -6.19109 -2.50797 5.04713 0.12
H -6.69970 -0.84039 5.26712 0.12
H -8.88906 1.07116 1.51891 0.07
H -10.25520 -0.08091 1.68206 0.10
H -9.26639 -0.06134 0.21358 0.09
```

The value obtained for the HOMO energy is -7.75 eV. Its energy above the lowest of the compared OMol25 structures with the same formula, charge and spin is 113.0 kcal per mole. Its SMILES is C#Cc1cc(CCCCN)c2c(c1)N(CCC)c1c(ccc(CCC(N)=O)c1F)S2.CCOC(=O)OC.CCOC(=O)OC.CCOC(=O)OC.CCOC(=O)OC.CCOC(=O)OC.CCOC(=O)OC.

---

| no. | orbital gap (eV) |
| --- | --- |
| 1 | 7.06 |
| 2 | 7.65 |
| 3 | 7.81 |